A structure of composition C41H39AsBrF5NO2PdTe at a distorted geometry. Source: OMol25; level of theory: ωB97M-V with the def2-TZVPD basis set.

The frontier orbital gap is 6.78 eV. The calculation puts the molar mass at 1061.60 g mol⁻¹. The total charge is -1. The energy is -7496.0215 hartree. The calculation puts the LUMO energy at 0.944 eV.

CARTESIAN COORDINATES (ANGSTROEM)
Te1 -1.6151 -1.7778 1.3862
Pd1 -0.8891 0.2784 -0.5043
Br1 -1.1523 2.2062 -2.2285
As1 0.1745 0.8877 2.4141
F1 -2.3027 -1.7490 -0.5023
F2 -1.4082 -3.5459 0.7080
F3 -3.3131 -2.4794 1.7724
F4 -2.0489 -0.8286 3.1483
F5 -0.8288 -2.7543 2.8003
O1 0.0283 -1.2521 0.6968
O2 0.1322 -0.4125 -2.0480
N1 -8.9710 -0.6237 -0.6013
C1 -3.2582 2.9620 2.1696
C2 -2.0222 5.0148 0.7728
C3 1.5320 2.0783 4.5207
C4 -1.5345 1.1781 -4.8838
C5 -5.5968 0.2544 -0.9646
C6 -0.2755 -2.8321 -3.7512
C7 -3.7726 4.2494 2.2259
C8 -4.2668 0.4392 -0.6406
C9 -1.6439 -3.4921 -3.4947
C10 2.0267 0.9631 0.1540
C11 -0.9437 -0.2191 -8.2604
C12 -4.7463 -0.0436 1.6603
C13 -2.3794 0.2644 1.0274
C14 -1.9648 0.3793 -7.2816
C15 1.9337 2.9450 5.5259
C16 1.6960 3.1277 1.1293
C17 -7.8770 -0.3999 -0.3245
C18 -1.0389 -1.0784 -5.4158
C19 -3.1561 5.2814 1.5298
C20 -2.1102 2.6909 1.4264
C21 -0.3626 3.4618 4.0498
C22 -0.4836 -0.3099 -3.2178
C23 3.1067 2.8881 -0.8077
C24 2.5367 3.6884 0.1764
C25 1.1838 4.0838 5.7969
C26 2.8555 1.5245 -0.8089
C27 -1.5002 3.7289 0.7266
C28 -2.1220 1.8639 -7.6138
C29 0.5631 -2.9981 -2.4774
C30 -6.0776 -0.2409 1.3431
C31 -3.8257 0.2688 0.6656
C32 -0.5559 -1.3688 -4.1412
C33 0.0348 4.3323 5.0615
C34 0.4475 -3.5717 -4.8904
C35 1.4083 1.7615 1.1150
C36 -3.3193 -0.3172 -7.4708
C37 -1.0659 0.8862 -3.6207
C38 -1.4879 0.1724 -5.8413
C39 -6.5034 -0.1138 0.0248
C40 0.3901 2.3285 3.7543
C41 -1.5624 1.3024 1.4430
H1 0.0463 0.2087 -8.0878
H2 -4.3953 -0.1843 2.6753
H3 -1.9363 2.1616 -5.0926
H4 0.7316 -4.0676 -2.3192
H5 -1.2004 2.4145 -7.4084
H6 1.4887 4.7636 6.5837
H7 -0.5626 5.2130 5.2710
H8 1.2616 3.7641 1.8899
H9 1.3483 -3.0320 -5.1959
H10 -3.5632 0.6920 -1.4179
H11 -3.2387 -1.3884 -7.2707
H12 1.8762 -0.1065 0.1630
H13 -3.7299 2.1651 2.7258
H14 -0.1812 -3.7150 -5.7709
H15 0.0567 -2.6138 -1.5938
H16 -2.3057 -3.3846 -4.3593
H17 -3.6832 -0.1851 -8.4957
H18 -1.0940 -1.8964 -6.1214
H19 2.7439 4.7525 0.2025
H20 2.1112 1.1832 4.3235
H21 2.8254 2.7280 6.1018
H22 -1.2392 -0.0034 -9.2910
H23 -1.5104 -4.5577 -3.2793
H24 -4.0617 0.0987 -6.7855
H25 -1.2660 3.6909 3.5035
H26 3.7511 3.3268 -1.5608
H27 -4.6531 4.4491 2.8249
H28 0.7476 -4.5617 -4.5407
H29 -6.7846 -0.5310 2.1097
H30 -2.9340 2.3241 -7.0452
H31 -0.6042 3.5316 0.1526
H32 -5.9343 0.3680 -1.9859
H33 1.5320 -2.5000 -2.5607
H34 3.2986 0.8865 -1.5639
H35 -1.5352 5.8108 0.2213
H36 -3.5615 6.2856 1.5732
H37 -0.8656 -1.3021 -8.1553
H38 -2.3574 1.9779 -8.6746
H39 -2.1240 -3.0338 -2.6247

A structure of composition C41H39BrFN5O4SSeTi at a distorted geometry. Source: OMol25; level of theory: ωB97M-V with the def2-TZVPD basis set.

The frontier orbital gap (spin up / spin down) is 6.74 / 6.83 eV. The multiplicity is 2. The calculation puts the molar mass at 923.59 g mol⁻¹. The total charge is -1. The energy is -8483.7263 hartree. As for the energy above the lowest of the compared OMol25 structures with the same formula, charge and spin: 0.00 kcal per mole. The calculation puts the LUMO energy (spin up / spin down) at 2.200 / 2.201 eV.

CARTESIAN COORDINATES (ANGSTROEM)
Br1 -0.8419 -7.8606 0.2295
Se1 -1.7638 2.1255 0.4781
Ti1 0.3409 0.5718 -0.0351
S1 -0.0984 1.0655 3.3070
F1 0.9223 2.9261 -0.2681
O1 -0.9329 -1.0126 -0.1102
O2 1.2200 -1.3024 0.0507
O3 0.2621 2.2854 4.0102
O4 0.5975 -0.1941 4.2509
N1 0.5230 0.9559 -2.0479
N2 0.8557 0.8017 2.0045
N3 0.6262 0.5059 9.7621
N4 2.6335 1.0856 0.7052
N5 2.9292 1.3065 3.0646
C1 -1.4344 -3.7874 -0.1839
C2 0.9116 -4.1168 0.3656
C3 0.3283 2.6827 -3.8174
C4 -3.1059 -0.7192 -2.3873
C5 0.0603 -1.7951 -0.0050
C6 3.0037 -0.4732 -3.3681
C7 -4.4331 1.6730 -0.4856
C8 1.7607 0.5489 7.6170
C9 0.0093 -1.9704 -5.0582
C10 -5.8884 -0.1335 0.1477
C11 0.7083 -5.4851 0.4174
C12 3.5622 0.9394 -3.2525
C13 -5.6664 1.0431 -0.5468
C14 -3.6312 -0.0343 0.9828
C15 -3.3889 1.1493 0.2800
C16 -2.1079 0.3057 -2.9111
C17 -0.5637 -5.9832 0.1623
C18 4.7688 1.6133 1.5663
C19 1.2846 -1.6274 -4.6560
C20 -1.0652 -1.3332 -4.4763
C21 0.3181 4.0263 -4.1623
C22 4.2005 1.5775 2.8314
C23 -0.8877 -0.3668 -3.4924
C24 0.4804 5.0160 -3.2070
C25 1.7404 0.4068 6.2407
C26 -4.8598 -0.6691 0.9118
C27 0.4041 -0.0204 -3.0837
C28 0.6164 0.3118 8.3712
C29 0.6716 3.3063 -1.5722
C30 -0.5532 -0.0669 7.7192
C31 3.9140 1.3398 0.5093
C32 1.5211 -0.6587 -3.6832
C33 0.4802 2.2691 -2.4873
C34 0.5745 0.0060 5.6016
C35 -0.5748 -0.2220 6.3433
C36 -2.7861 1.2205 -3.9327
C37 -0.1594 -3.2744 0.0647
C38 -1.6406 -5.1565 -0.1364
C39 2.1799 1.0825 1.9823
C40 0.6682 4.6409 -1.8794
C41 3.4251 -1.3120 -2.1672
H1 4.8086 1.7718 3.7103
H2 2.6068 0.6164 5.6332
H3 -2.6180 -5.5751 -0.3259
H4 2.9951 -0.9299 -1.2460
H5 2.1348 -2.1270 -5.1033
H6 4.5130 -1.3063 -2.0723
H7 -6.8504 -0.6277 0.0966
H8 -3.3829 -1.4394 -3.1542
H9 5.8125 1.8365 1.4126
H10 -3.1910 0.6415 -4.7630
H11 -4.0140 -0.2236 -2.0570
H12 -1.7825 0.9268 -2.0666
H13 0.4629 6.0603 -3.4776
H14 -2.6987 -1.2602 -1.5319
H15 1.5216 -6.1561 0.6529
H16 1.8875 -3.6950 0.5538
H17 -0.1435 -2.7291 -5.8148
H18 -6.4570 1.4751 -1.1474
H19 -1.4828 -0.5253 5.8402
H20 1.5387 0.3685 10.1736
H21 -0.0613 -0.0521 10.2465
H22 -4.2720 2.5943 -1.0293
H23 -3.6124 1.7483 -3.4585
H24 -2.2530 -3.1175 -0.4029
H25 -2.0679 -1.5871 -4.7880
H26 3.1018 -2.3470 -2.2733
H27 3.2595 1.4230 -2.3315
H28 0.2145 1.9322 -4.5869
H29 -5.0166 -1.5841 1.4681
H30 -2.8440 -0.4466 1.5972
H31 0.8069 5.3577 -1.0841
H32 4.6529 0.8834 -3.2666
H33 4.2601 1.3303 -0.5164
H34 3.2537 1.5817 -4.0725
H35 -2.1049 1.9630 -4.3378
H36 0.1833 4.2970 -5.2002
H37 2.6727 0.8646 8.1090
H38 -1.4571 -0.2418 8.2911
H39 3.5039 -0.9147 -4.2414

A structure of composition C41H39CdN9O2SSe. Source: OMol25; level of theory: ωB97M-V with the def2-TZVPD basis set.

The frontier orbital gap is 6.05 eV. The calculation puts the molar mass at 913.26 g mol⁻¹. The total charge is -2. The energy is -5196.5260 hartree. As for the energy above the lowest of the compared OMol25 structures with the same formula, charge and spin: 0.00 kcal per mole. The calculation puts the LUMO energy at 4.168 eV.

CARTESIAN COORDINATES (ANGSTROEM)
Cd1 0.1161 0.0858 -0.2033
Se1 0.9119 2.5808 -1.1680
S1 1.5580 -2.0395 -0.7383
O1 -3.9894 1.3939 -1.2255
O2 -1.7682 1.1180 -1.4154
N1 1.4586 0.1029 1.9584
N2 0.7082 -0.7657 -3.2866
N3 1.8231 -1.2800 -3.4270
N4 3.6658 -2.0252 -2.4225
N5 -1.7971 -1.6441 -0.5761
N6 4.3529 -2.4354 -1.3282
N7 -0.6975 -1.5845 1.7730
N8 -1.6687 -2.3815 1.6872
N9 -1.3314 1.3988 1.2083
C1 3.8288 2.5248 -1.2900
C2 2.7366 0.6788 1.9849
C3 -3.0700 -3.5345 0.1318
C4 8.5311 -2.3001 -1.2389
C5 2.8597 4.6038 -0.5356
C6 -2.3020 -1.7833 -1.7975
C7 -0.1234 -1.3899 3.0001
C8 -2.8435 1.2751 -0.7707
C9 -0.0489 -0.1775 -6.8938
C10 -0.8402 0.7044 -4.3728
C11 -1.4307 1.2284 -5.5153
C12 3.8743 -0.1306 1.8960
C13 7.8483 -2.0593 -2.4249
C14 5.1440 0.4249 1.9001
C15 -3.5799 -3.6828 -1.1429
C16 5.3029 1.8022 1.9999
C17 1.6836 5.4583 -0.1517
C18 6.4133 -2.6071 -0.1268
C19 6.4645 -2.0876 -2.4804
C20 3.7068 1.0970 -1.7220
C21 1.0578 -0.5562 3.0228
C22 6.6516 5.0146 -0.6962
C23 5.0885 3.1039 -1.2015
C24 -2.7198 1.3233 0.7672
C25 1.2337 -1.1147 5.4107
C26 5.2714 4.4169 -0.7880
C27 -1.0401 0.7917 -6.7732
C28 7.7947 -2.5709 -0.0906
C29 1.7300 -0.4952 4.3072
C30 4.1409 5.1481 -0.4567
C31 2.4111 -1.7923 -2.2295
C32 4.1790 2.6131 2.0687
C33 5.7262 -2.3683 -1.3247
C34 -0.6041 -2.0119 4.1733
C35 -3.1908 -2.7926 -2.1340
C36 0.1579 -0.2524 -4.5045
C37 0.0403 -1.8829 5.3696
C38 2.9068 2.0610 2.0485
C39 -2.1662 -2.4998 0.3703
C40 0.5543 -0.7007 -5.7625
C41 2.6858 3.2764 -0.9620
H1 6.2927 2.2428 1.9799
H2 -4.2807 -4.4802 -1.3623
H3 6.0123 -0.2177 1.8036
H4 3.7302 -1.2022 1.8120
H5 -3.3395 -4.1911 0.9478
H6 -1.1424 1.0282 -3.3801
H7 0.9878 5.5682 -0.9859
H8 -1.9912 -1.0370 -2.5163
H9 5.8454 -2.8106 0.7742
H10 1.7661 -1.0115 6.3513
H11 5.9319 -1.8820 -3.3974
H12 2.6366 0.0905 4.3787
H13 3.0687 1.0139 -2.6042
H14 3.8381 -2.3837 -0.4487
H15 -1.5092 1.1991 -7.6616
H16 1.3295 -1.4519 -5.8302
H17 8.4029 -1.8330 -3.3286
H18 0.2517 -0.5263 -7.8752
H19 -1.2072 1.2045 2.1935
H20 -0.3398 -2.3602 6.2640
H21 -1.5031 -2.6074 4.0832
H22 6.6211 5.9992 -0.2253
H23 -0.9027 2.2913 0.9775
H24 -3.5764 -2.8601 -3.1420
H25 4.6829 0.6627 -1.9468
H26 2.0164 6.4476 0.1726
H27 5.9551 2.4947 -1.4462
H28 8.3027 -2.7497 0.8502
H29 4.2901 3.6905 2.0890
H30 2.0273 2.6939 2.0548
H31 -3.1598 0.4023 1.1568
H32 9.6128 -2.2665 -1.2061
H33 -2.2038 1.9793 -5.4111
H34 7.1059 5.1322 -1.6843
H35 4.2522 6.1767 -0.1204
H36 7.3198 4.3806 -0.1075
H37 1.1090 4.9889 0.6505
H38 -3.3386 2.1564 1.1153
H39 3.2329 0.4970 -0.9402

Which value of energy does entry 3 give? -5196.5260 hartree

energy of number 1 (C41H39AsBrF5NO2PdTe)? -7496.0215 hartree

Which of these has the lowest total charge? C41H39CdN9O2SSe

Which of these has the highest energy? C41H39CdN9O2SSe